Record 1
DFT (ωB97M-V/def2-TZVPD) results for C35H40N4NiP2 as an isolated structure in a non-equilibrium geometry.

Element x y z (Å)
1 Ni -0.7122 1.6927 -4.2256
2 C -1.6778 1.6308 -6.0248
3 C -1.8746 0.2835 -5.9391
4 C -0.9850 -0.7351 -6.5416
5 C 0.5245 -0.3381 -6.7302
6 C 1.0809 0.4468 -5.6189
7 C 0.7305 1.7428 -5.2428
8 C 0.4484 2.7281 -6.3245
9 C -0.8252 2.3063 -7.0723
10 C 1.3666 1.2226 -1.0533
11 H -2.3580 2.3454 -5.5654
12 H -2.8030 -0.1582 -5.5684
13 H -1.3344 -1.0244 -7.5535
14 H -0.9877 -1.6551 -5.9239
15 H 1.0718 -1.2948 -6.7929
16 H 0.6281 0.0646 -7.7531
17 H 2.0296 0.0728 -5.2410
18 H 1.2225 2.2845 -4.3780
19 H 1.2865 2.8322 -7.0287
20 H 0.2761 3.6923 -5.8214
21 H -1.2993 3.2223 -7.4545
22 H -0.5520 1.6845 -7.9328
23 H 0.4550 1.7667 -1.2198
24 H 2.1295 1.9877 -1.0171
25 H 1.2555 0.6873 -0.1122
26 P 1.5839 0.1124 -2.3036
27 P -1.8596 -1.2468 -1.5788
28 N 2.9636 1.0017 -3.2273
29 N 2.5687 -1.1100 -1.7755
30 N -2.3707 0.2258 -2.2332
31 N -3.2089 -2.1564 -1.3397
32 C 0.3694 -1.0248 -3.3749
33 C -0.5690 -1.9936 -2.6010
34 C 3.0763 2.3831 -3.3892
35 C 4.2180 2.7160 -4.1114
36 C 4.9010 1.4859 -4.3957
37 C 4.1247 0.4588 -3.8343
38 C 3.6254 -0.8270 -0.8847
39 C 4.3335 -1.9948 -0.6399
40 C 3.7115 -3.0401 -1.4122
41 C 2.6431 -2.4726 -2.0779
42 C -1.5868 1.4029 -2.0556
43 C -2.1344 2.4578 -2.8467
44 C -3.3004 1.8821 -3.4755
45 C -3.3522 0.5401 -3.1760
46 C -4.1623 -2.5894 -2.2832
47 C -5.2072 -3.1704 -1.5769
48 C -4.8940 -3.0693 -0.1765
49 C -3.6718 -2.4518 -0.0583
50 H 0.9960 -1.6966 -4.0122
51 H -0.2837 -0.4672 -4.1036
52 H -1.1113 -2.6610 -3.3175
53 H 0.0469 -2.5764 -1.8839
54 H 2.3600 3.0729 -2.9857
55 H 4.5321 3.7124 -4.4268
56 H 5.8706 1.3692 -4.9097
57 H 4.3433 -0.6101 -3.7870
58 H 3.7691 0.1737 -0.4821
59 H 5.2180 -2.0855 0.0037
60 H 4.0231 -4.0798 -1.4793
61 H 1.8970 -2.9206 -2.6961
62 H -1.3578 1.6168 -1.0207
63 H -2.0111 3.5417 -2.6487
64 H -4.0100 2.4773 -4.0577
65 H -4.1188 -0.1718 -3.4481
66 H -3.9965 -2.4712 -3.3518
67 H -6.1107 -3.6036 -1.9924
68 H -5.5198 -3.3791 0.6395
69 H -3.0693 -2.2093 0.7898
70 C -1.0741 -0.7544 -0.0998
71 C -1.1467 -0.3084 1.0457
72 C -1.1702 -0.0247 2.4311
73 C -2.3719 0.4285 3.0153
74 C -2.5025 0.2953 4.3871
75 C -1.4594 -0.2017 5.1757
76 C -0.2304 -0.4884 4.5790
77 C -0.0606 -0.3885 3.2145
78 H -3.1946 0.8195 2.4045
79 H -3.4437 0.5762 4.8384
80 H -1.6153 -0.3606 6.2462
81 H 0.6052 -0.8231 5.1717
82 H 0.9070 -0.6358 2.7771

For the energy relative to the best compared isomer or geometry (same formula, charge and spin), the calculation gives 535.0 kJ/mol. For the gap between HOMO and LUMO (spin up / spin down), the calculation gives 0.154 / 0.184 hartree. The charge is 0. The spin multiplicity is 3. The molar mass is 637.374 g/mol. Its total energy is -3767.2169 Ha. For the HOMO energy (spin up / spin down), the calculation gives -0.149 / -0.183 Ha.

Atomic partial charges in e from the Mulliken method, atoms 1 to 4: 0.126, -1.098, 0.014, -0.541

***

Record 2
DFT (ωB97M-V/def2-TZVPD) results for C35H40N6O2S5SbSn as an isolated structure.

Element x y z (Å)
1 Sn 1.3398 0.4108 -0.1332
2 C 1.9713 4.9811 1.3189
3 N 2.0241 3.5660 1.6509
4 C 1.2895 2.9780 2.5978
5 N 0.4417 3.7496 3.2844
6 S 1.3812 1.3090 2.9327
7 H 2.6124 5.1585 0.4615
8 H 2.3179 5.6006 2.1487
9 H 0.9557 5.2790 1.0484
10 H 2.6969 2.9851 1.1862
11 H 0.3062 4.7243 3.0774
12 H -0.1982 3.2973 3.9175
13 C -0.5447 -2.6007 3.2538
14 C -2.0295 -2.3830 3.1485
15 C -2.8898 -3.1617 3.9252
16 C -4.2575 -2.9498 3.9199
17 C -4.7993 -1.9474 3.1254
18 C -3.9628 -1.1795 2.3312
19 C -2.5821 -1.3915 2.3373
20 Sb -1.4526 -0.1266 0.9977
21 C -2.8770 -0.4385 -0.5646
22 C -3.8718 0.4956 -0.8358
23 C -4.7910 0.2744 -1.8558
24 C -4.7073 -0.8865 -2.6067
25 C -3.7197 -1.8245 -2.3292
26 C -2.7913 -1.6195 -1.3125
27 C -1.7316 -2.6576 -1.0356
28 C -2.0766 1.7518 1.8213
29 C -2.5031 1.7614 3.1517
30 C -2.8994 2.9425 3.7643
31 C -2.8751 4.1301 3.0427
32 C -2.4245 4.1277 1.7310
33 C -2.0044 2.9524 1.1067
34 C -1.4623 3.0202 -0.3002
35 H -0.3196 -3.6179 3.5765
36 H -0.1165 -1.9134 3.9899
37 H -0.0415 -2.4237 2.3044
38 H -2.4704 -3.9483 4.5436
39 H -4.9022 -3.5632 4.5375
40 H -5.8671 -1.7671 3.1148
41 H -4.3933 -0.4136 1.6978
42 H -3.9400 1.4025 -0.2433
43 H -5.5603 1.0086 -2.0650
44 H -5.4119 -1.0683 -3.4094
45 H -3.6689 -2.7358 -2.9154
46 H -1.8352 -3.5087 -1.7074
47 H -1.8079 -3.0334 -0.0104
48 H -0.7271 -2.2472 -1.1776
49 H -2.5409 0.8381 3.7170
50 H -3.2432 2.9324 4.7920
51 H -3.2097 5.0541 3.4984
52 H -2.4015 5.0575 1.1708
53 H -1.9272 3.8342 -0.8592
54 H -1.6157 2.0937 -0.8550
55 H -0.3840 3.2093 -0.2870
56 S 2.1171 -1.9052 0.7690
57 C 3.2013 -1.3594 1.9542
58 N 4.1752 -0.5203 1.6973
59 C 5.0275 -0.0772 2.7952
60 C 4.5718 -0.8313 4.0590
61 S 3.1417 -1.8675 3.5903
62 H 4.3223 -0.2123 0.7429
63 H 4.9195 0.9978 2.9261
64 H 6.0663 -0.2955 2.5576
65 H 4.2392 -0.1533 4.8392
66 H 5.3482 -1.4794 4.4557
67 N 4.9241 -3.7698 -6.5988
68 C 4.4278 -2.8798 -5.6872
69 C 4.1805 -3.2837 -4.3628
70 C 3.6601 -2.3968 -3.4499
71 C 3.3805 -1.0871 -3.8466
72 C 3.6089 -0.6715 -5.1550
73 C 4.1313 -1.5628 -6.0680
74 S 2.7023 0.0193 -2.6963
75 O 3.5208 0.0346 -1.4776
76 O 2.4926 1.3021 -3.3163
77 N 1.2886 -0.6308 -2.1464
78 C 0.1599 -0.2948 -2.9280
79 S -0.1154 -0.8803 -4.5362
80 C -1.5974 -0.0102 -4.5743
81 C -1.7834 0.6287 -3.3976
82 N -0.7788 0.4703 -2.4670
83 H 5.2646 -4.6622 -6.2934
84 H 5.2394 -3.4426 -7.4931
85 H 4.4002 -4.3034 -4.0677
86 H 3.4643 -2.7009 -2.4268
87 H 3.3684 0.3463 -5.4368
88 H 4.3101 -1.2502 -7.0900
89 H -2.2333 -0.0166 -5.4455
90 H -2.6473 1.2278 -3.1457

For the gap between HOMO and LUMO, the calculation gives 0.279 hartree. The charge is +1. The molar mass is 977.551 g/mol. Its total energy is -4282.0935 Ha. For the HOMO energy, the calculation gives -0.370 Ha.

Atomic partial charges in e from the natural (NBO) method, atoms 1 to 4: 1.073, -0.434, -0.577, 0.349

***

Record 3
DFT (ωB97M-V/def2-TZVPD) results for C35H41AuN2O8PSTe as an isolated structure in a non-equilibrium geometry.

Element x y z (Å)
1 Au -0.3204 0.2469 -0.0327
2 C -1.7127 6.6157 3.1527
3 C -1.1027 5.2422 3.2251
4 C 0.2197 5.0234 2.8625
5 C 0.7571 3.7430 2.8571
6 C -0.0361 2.6719 3.2320
7 C -1.3517 2.8735 3.6328
8 C -1.8740 4.1522 3.6288
9 S 0.5986 1.0335 3.0439
10 O 0.9058 0.4634 4.3329
11 O 1.6796 1.1297 2.0881
12 N -0.6960 0.3071 2.3396
13 C -1.2138 -0.7999 2.9580
14 C -1.1697 -2.2224 1.8890
15 O -1.1555 -3.2095 2.5754
16 O -1.2094 -1.9334 0.6977
17 H -0.9561 7.3774 2.9706
18 H -2.2359 6.8622 4.0771
19 H -2.4434 6.6630 2.3426
20 H 0.8354 5.8608 2.5569
21 H 1.7805 3.5684 2.5554
22 H -1.9628 2.0311 3.9274
23 H -2.9056 4.3090 3.9206
24 H -2.3065 -0.7903 3.0286
25 H -0.7286 -1.1024 3.8821
26 C -2.1118 4.8173 -0.8837
27 O -1.9990 3.5018 -0.3210
28 P -0.8177 2.5172 -0.7423
29 O -0.9362 2.4394 -2.3591
30 C -1.8531 1.5117 -2.9420
31 O 0.4231 3.5347 -0.6879
32 C 1.7462 3.0748 -0.9547
33 H -3.1497 5.1184 -0.7664
34 H -1.8435 4.8134 -1.9398
35 H -1.4595 5.5037 -0.3459
36 H -2.8738 1.8929 -2.8769
37 H -1.7972 0.5419 -2.4455
38 H -1.5728 1.3922 -3.9859
39 H 2.3882 3.9521 -0.9636
40 H 1.7939 2.5770 -1.9261
41 H 2.0673 2.3892 -0.1654
42 C 9.6090 0.9355 -1.8902
43 C 8.1663 0.5667 -1.6765
44 C 7.7129 0.1408 -0.4373
45 C 6.3801 -0.1760 -0.2028
46 C 5.9792 -0.6492 1.1744
47 C 5.4884 -0.0643 -1.2755
48 Te 3.4295 -0.3125 -0.6822
49 N 1.3315 -0.5078 -1.2157
50 C 1.4962 -1.0686 -2.3637
51 O 2.6731 -1.2535 -2.8183
52 C 0.3349 -1.4691 -3.2179
53 C -0.8421 -1.9446 -2.6492
54 C -1.9120 -2.2806 -3.4655
55 C -1.8072 -2.1504 -4.8438
56 C -0.6220 -1.7008 -5.4107
57 C 0.4525 -1.3682 -4.5999
58 C 3.7174 -2.3620 -0.3064
59 C 4.5864 -3.0629 -1.1319
60 C 4.8234 -4.4058 -0.8912
61 C 4.1786 -5.0350 0.1656
62 C 3.3075 -4.3244 0.9750
63 C 3.0681 -2.9675 0.7668
64 C 2.1550 -2.2036 1.6835
65 C 5.9090 0.3420 -2.5462
66 C 5.0040 0.4546 -3.7422
67 C 7.2560 0.6483 -2.7189
68 H 10.1754 0.8686 -0.9629
69 H 9.6952 1.9541 -2.2705
70 H 10.0752 0.2738 -2.6219
71 H 8.4139 0.0607 0.3863
72 H 6.7274 -0.3564 1.9086
73 H 5.8881 -1.7368 1.1929
74 H 5.0201 -0.2393 1.4976
75 H -0.9174 -2.0687 -1.5760
76 H -2.8269 -2.6502 -3.0210
77 H -2.6427 -2.4184 -5.4776
78 H -0.5308 -1.6222 -6.4863
79 H 1.3838 -1.0213 -5.0264
80 H 5.0671 -2.5667 -1.9639
81 H 5.5066 -4.9545 -1.5255
82 H 4.3617 -6.0830 0.3642
83 H 2.8034 -4.8207 1.7948
84 H 1.8775 -2.8000 2.5505
85 H 1.2426 -1.9258 1.1543
86 H 2.6198 -1.2789 2.0350
87 H 4.0210 0.0312 -3.5689
88 H 5.4406 -0.0683 -4.5940
89 H 4.8819 1.5012 -4.0317
90 H 7.5967 0.9688 -3.6981

For the energy relative to the best compared isomer or geometry (same formula, charge and spin), the calculation gives 194.9 kJ/mol. For the gap between HOMO and LUMO (spin up / spin down), the calculation gives 0.242 / 0.229 hartree. The charge is 0. The spin multiplicity is 2. The molar mass is 1005.327 g/mol. Its total energy is -3212.9212 Ha. For the HOMO energy (spin up / spin down), the calculation gives -0.282 / -0.281 Ha.

Atomic partial charges in e from the Mulliken method, atoms 1 to 4: 1.180, -1.540, 0.956, -0.694

***

charge of number 1 (C35H40N4NiP2)?
0

***

Look up the charge of the third one.
0

***

Look up the charge of the third one.
0